# C48H105BrN3O11

A 6-piece molecular cluster, C48H105BrN3O11 overall at a distorted geometry (the ωB97M-V functional and the def2-TZVPD basis, the Open Molecules 2025 dataset).

ORCA input file:
```
! wB97M-V def2-TZVPD RIJCOSX def2/J DEFGRID3
* xyz 1 1
C -1.5644 -8.2063 6.0270
C -2.0835 -7.3767 4.6883
C -0.9306 -7.3774 3.5161
C 0.1694 -6.1567 3.7422
C 0.8699 -5.7329 2.3028
C 1.2073 -4.1305 2.3991
C 2.7129 -3.7169 1.8660
C 2.5341 -2.3793 0.9305
C 4.0410 -1.7848 0.6134
C 4.1933 -0.2105 1.1292
C 4.1801 0.7114 -0.2367
C 4.5639 2.2906 0.0356
C 3.1938 3.1605 -0.1992
C 3.0238 3.4997 -1.7982
C 2.0001 4.7943 -1.9219
C 0.6266 4.4902 -2.7637
N -0.2296 3.3704 -2.2151
C 0.0055 1.9939 -2.2998
C -1.1484 0.9977 -1.6143
C -0.5715 0.5479 -0.1101
N -1.6689 0.1999 0.8712
C -1.1553 -0.0122 2.2796
N -1.1449 -0.1917 -2.5476
C -1.7584 0.1109 -3.8965
C -1.7878 -1.4207 -1.9440
C -0.8614 -2.8128 -1.9820
O -2.9846 -1.4890 -1.3550
C -2.3902 2.0668 -1.6310
C -1.5727 3.4904 -1.4976
C -1.6763 4.3684 -0.1171
Br -0.0869 4.2289 1.0932
C -3.0111 4.0826 0.7908
C -2.9064 5.1058 2.1095
H -0.4846 -7.8525 6.3065
H -1.5179 -9.3771 5.8093
H -2.3172 -7.9470 6.8890
H -2.4471 -6.3146 5.0197
H -3.0186 -7.9379 4.2424
H -1.4373 -7.1942 2.4738
H -0.3022 -8.3843 3.5520
H -0.3439 -5.2034 4.2215
H 1.0161 -6.5048 4.4882
H 1.8721 -6.3282 2.1290
H 0.1575 -5.9549 1.3767
H 1.1358 -3.7655 3.5163
H 0.4041 -3.5084 1.7935
H 3.4014 -3.5015 2.7933
H 3.1449 -4.6058 1.2278
H 1.8314 -1.5980 1.4745
H 2.0184 -2.7178 -0.0741
H 4.9163 -2.4603 1.0122
H 4.1461 -1.7907 -0.5741
H 5.1613 -0.0466 1.7850
H 3.2751 0.0136 1.8514
H 4.9513 0.2681 -1.0020
H 3.0924 0.6294 -0.6964
H 4.8428 2.4120 1.1878
H 5.4982 2.6703 -0.5805
H 2.2471 2.5400 0.1269
H 3.2892 4.1924 0.3827
H 2.7258 2.5872 -2.4676
H 4.1040 3.8393 -2.1764
H 1.8152 5.3172 -0.8666
H 2.6019 5.6087 -2.5543
H 0.9707 4.1425 -3.8518
H 0.0152 5.4975 -2.9483
H 0.9041 1.4369 -2.8017
H 0.0886 1.3793 0.3868
H 0.1265 -0.4180 -0.1799
H -2.3965 0.9443 0.9540
H -1.9711 -0.6878 2.8286
H -0.1204 -0.5537 2.3548
H -1.1873 1.0286 2.8608
H -1.1473 0.8497 -4.5680
H -2.9059 0.4335 -3.8331
H -1.7768 -0.9250 -4.4897
H -0.0112 -2.6580 -2.8054
H -1.4661 -3.7549 -2.3232
H -0.2941 -3.0007 -0.9734
H -3.2547 1.8327 -0.8422
H -3.0170 2.2383 -2.6040
H -2.1658 4.1846 -2.2652
H -1.7399 5.5107 -0.4537
H -3.0652 2.9972 1.2568
H -4.0254 4.2364 0.2106
H -3.9736 5.3399 2.5643
H -2.3094 4.5637 2.9895
H -2.3013 6.0822 1.8576
C -0.8032 4.6664 -8.2096
O 0.2918 5.0419 -9.0386
C 1.0406 6.1304 -8.4887
C 2.3246 5.6389 -7.8135
O 2.0336 4.8512 -6.6566
C 2.1435 3.4552 -6.9116
H -1.1668 3.6908 -8.5433
H -0.5124 4.5861 -7.1585
H -1.6104 5.3971 -8.3134
H 0.4255 6.7133 -7.7911
H 1.3107 6.7856 -9.3233
H 2.8951 6.5102 -7.4719
H 2.9524 5.0811 -8.5198
H 3.2000 3.1696 -6.9484
H 1.6531 3.1687 -7.8442
H 1.6623 2.9166 -6.0905
C -9.4595 2.5751 -1.5291
O -8.3607 3.3515 -1.0630
C -8.2453 3.3273 0.3632
C -7.1503 2.3573 0.8175
O -7.4977 1.0041 0.5147
C -6.8393 0.5253 -0.6528
H -9.3405 2.4245 -2.6054
H -9.5029 1.5952 -1.0456
H -10.3935 3.1154 -1.3505
H -9.2088 3.0813 0.8279
H -7.9714 4.3395 0.6783
H -7.0527 2.4263 1.9069
H -6.1815 2.6217 0.3751
H -5.7942 0.2969 -0.4187
H -6.8831 1.2450 -1.4727
H -7.3361 -0.3940 -0.9753
C -4.3881 -10.7347 7.6424
O -3.2646 -11.5355 7.9943
C -2.2769 -10.7962 8.7193
C -2.3604 -11.0793 10.2223
O -3.5818 -10.5847 10.7763
C -4.5461 -11.6145 10.9645
H -5.1984 -11.3992 7.3308
H -4.7402 -10.1309 8.4835
H -4.1265 -10.0819 6.8049
H -2.3661 -9.7216 8.5140
H -1.2991 -11.1259 8.3530
H -1.5434 -10.5479 10.7237
H -2.2419 -12.1506 10.4285
H -4.2839 -12.2077 11.8468
H -4.6243 -12.2675 10.0929
H -5.5204 -11.1470 11.1323
C 7.8814 4.6391 -9.1680
O 7.9437 5.4694 -10.3230
C 6.6506 5.7177 -10.8833
C 6.1285 7.1026 -10.4888
O 5.8745 7.1805 -9.0842
C 6.9181 7.8468 -8.3822
H 8.8422 4.7001 -8.6499
H 7.0953 4.9565 -8.4773
H 7.7095 3.6020 -9.4696
H 5.9424 4.9309 -10.5928
H 6.7622 5.6809 -11.9719
H 5.1725 7.2732 -10.9967
H 6.8235 7.8905 -10.8057
H 6.8403 8.9268 -8.5451
H 7.9064 7.4993 -8.6899
H 6.7990 7.6430 -7.3144
C 0.0758 -0.1916 5.3799
O 1.1708 0.1839 4.5509
C 1.9196 1.2723 5.1008
C 3.2036 0.7808 5.7760
O 2.9126 -0.0069 6.9329
C 3.0225 -1.4029 6.6779
H -0.2878 -1.1673 5.0462
H 0.3666 -0.2720 6.4310
H -0.7314 0.5390 5.2761
H 1.3045 1.8553 5.7984
H 2.1897 1.9276 4.2662
H 3.7741 1.6521 6.1176
H 3.8314 0.2230 5.0697
H 4.0790 -1.6885 6.6412
H 2.5321 -1.6893 5.7453
H 2.5413 -1.9415 7.4990
*
```

Values from the calculation:
LUMO: -4.135 eV
Relative energy (zero: lowest compared OMol25 entry of this formula, charge and spin): 311.7 kcal/mol
Highest occupied orbital energy: -0.370 Ha

Löwdin atomic charge list, values in e, 2 entries:
1. C -0.152
2. C -0.263

# C4H12

A 2-piece molecular cluster, C4H12 overall at a distorted geometry (the ωB97M-V functional and the def2-TZVPD basis, the Open Molecules 2025 dataset).

ORCA input file:
```
! wB97M-V def2-TZVPD RIJCOSX def2/J DEFGRID3
* xyz 0 1
C 0.3111 -2.0235 0.5536
C 0.5309 -2.4509 -0.9236
H -0.7275 -2.1780 0.8616
H 0.4451 -0.9418 0.6439
H 1.1030 -2.4610 1.1551
H -0.4156 -2.7150 -1.3884
H 0.9679 -1.6269 -1.4943
H 1.2196 -3.2824 -1.0077
C -0.9491 2.5952 0.5926
C 0.1053 1.8594 -0.2300
H -0.5318 3.0607 1.4862
H -1.7426 1.9134 0.8798
H -1.4097 3.3629 -0.0271
H 0.9387 1.3999 0.3217
H -0.3809 1.0525 -0.7696
H 0.6361 2.4701 -0.9690
*
```

Values from the calculation:
SMILES: CC.CC
LUMO: 1.156 eV
Relative energy (zero: lowest compared OMol25 entry of this formula, charge and spin): 6.9 kcal/mol
Highest occupied orbital energy: -0.425 Ha

Löwdin atomic charge list, values in e, 2 entries:
1. C -0.154
2. C -0.162

# C26H44N12OZn

C26H44N12OZn as an isolated structure at a distorted geometry (the ωB97M-V functional and the def2-TZVPD basis, the Open Molecules 2025 dataset).

ORCA input file:
```
! wB97M-V def2-TZVPD RIJCOSX def2/J DEFGRID3
* xyz 0 1
Zn -1.5376 0.1437 0.0728
C -0.8121 -1.5398 2.6442
N -0.9668 -0.1321 2.1985
C 0.4022 0.5007 2.3232
N 0.9572 0.4368 3.6369
C 1.0115 -0.9819 4.0076
N -0.2882 -1.6099 3.9779
C -1.2155 -0.9177 4.8721
N -1.3540 0.4990 4.4791
C -1.8431 0.6201 3.1190
C -0.0068 1.0603 4.5334
H -0.1590 -2.0602 1.9276
H -1.7628 -2.0484 2.6755
H 0.3318 1.5729 1.9616
H 1.0249 -0.0141 1.6245
H 1.4205 -0.9601 5.0124
H 1.6336 -1.5312 3.2888
H -0.9165 -1.0029 5.9072
H -2.1991 -1.3671 4.7106
H -1.8714 1.6348 2.8047
H -2.8482 0.1954 3.0812
H 0.3579 0.9382 5.5307
H -0.0175 2.1371 4.2977
C -0.1969 5.0161 -0.5861
C 0.3614 3.5898 -0.5916
C 1.8723 3.6437 -0.3479
C 0.0539 2.7856 -1.8084
C -0.1322 3.3628 -3.0834
C -0.1420 2.6249 -4.2601
C 0.0420 1.2550 -4.1343
C 0.1555 0.6168 -2.9304
C 0.3143 -0.8735 -2.7827
C -0.9906 -1.5318 -3.0733
C 1.4263 -1.5016 -3.7190
C 0.1374 1.3565 -1.6922
N 0.1280 0.6874 -0.5052
H 0.1778 5.5198 0.3024
H -1.2656 5.0991 -0.5660
H 0.2208 5.5614 -1.4157
H -0.0557 3.0765 0.2660
H 2.3480 4.2625 -1.0839
H 2.3197 2.6620 -0.3992
H 2.1243 4.0702 0.6401
H -0.3203 4.4171 -3.1044
H -0.4722 3.1011 -5.1661
H 0.1084 0.6698 -5.0221
H 0.5655 -1.0073 -1.7126
H -1.2458 -1.3398 -4.1418
H -1.8139 -1.2000 -2.3858
H -0.9700 -2.6091 -3.0170
H 1.1419 -1.5013 -4.7888
H 1.6165 -2.5288 -3.4014
H 2.3474 -0.8821 -3.6019
C 4.3623 -1.1558 -1.9489
N 3.9216 -1.4197 -0.5740
C 4.3119 -0.5343 0.4699
C 2.9084 -2.2765 -0.3413
O 2.3093 -2.4645 0.7226
H 4.0009 -0.2159 -2.3869
H 4.0689 -1.9814 -2.6025
H 5.4624 -1.1974 -1.9409
H 3.9820 -0.9192 1.4111
H 3.8944 0.4746 0.2902
H 5.3963 -0.4912 0.5328
H 2.6400 -2.7597 -1.2886
N -0.6070 -6.0843 0.4841
C -0.8842 -4.8051 0.1529
N 0.1240 -3.9998 -0.2263
N -2.1506 -4.4690 0.0602
C -2.4206 -3.1669 0.0274
N -2.6287 -2.0144 0.0386
H 0.3435 -6.3692 0.5553
H -1.2806 -6.6431 1.0065
H 1.0745 -4.0975 0.1567
H -0.0776 -3.0614 -0.5491
N -3.0832 2.1587 -0.4769
C -4.2422 2.6376 -0.9054
C -5.2455 1.6966 -0.6694
C -4.5593 0.6494 -0.0403
N -3.2571 0.9497 0.0561
H -2.1280 2.4939 -0.6272
H -4.2322 3.6117 -1.3790
H -6.3011 1.7912 -0.8759
H -4.9000 -0.3134 0.2940
*
```

Values from the calculation:
LUMO: 0.373 eV
Relative energy (zero: lowest compared OMol25 entry of this formula, charge and spin): 0.0 kcal/mol
Highest occupied orbital energy: -0.202 Ha

Löwdin atomic charge list, values in e, 2 entries:
1. Zn 0.648
2. C -0.187

# C8H15N2O

An isolated ion of composition C8H15N2O and charge +1 at a distorted geometry (the ωB97M-V functional and the def2-TZVPD basis, the Open Molecules 2025 dataset).

ORCA input file:
```
! wB97M-V def2-TZVPD RIJCOSX def2/J DEFGRID3
* xyz 1 1
C -0.9072 -2.0016 0.6082
C -1.2655 -0.7538 -0.2493
C -2.5384 0.0076 0.2345
C -0.0206 -0.0049 -0.5924
C -0.2530 1.3977 -1.3726
N 0.8182 -0.7437 -1.5348
C 2.0472 -0.6458 -1.2856
N 2.3014 -0.0375 -0.0596
O 3.3306 0.4294 0.3491
C 1.0075 0.1825 0.5554
C 1.2447 1.3933 1.5438
H -1.5296 -2.8418 0.3744
H -1.1038 -1.7288 1.6195
H 0.2066 -2.3311 0.4993
H -1.5200 -1.1715 -1.1676
H -2.3263 0.8862 0.7095
H -3.1306 -0.6327 0.7753
H -3.0856 0.1264 -0.6210
H -1.1746 1.2544 -2.0159
H 0.6237 1.5755 -2.0457
H -0.4236 2.2263 -0.7211
H 2.7414 -1.0622 -1.9513
H 0.9006 -0.6786 1.1362
H 1.9151 2.1040 0.9539
H 1.7720 1.1049 2.3778
H 0.3700 1.9457 1.8800
*
```

Values from the calculation:
SMILES: CC(C)[C@]1(C)N=C[N+](=O)[C@H]1C
LUMO: -7.121 eV
Relative energy (zero: lowest compared OMol25 entry of this formula, charge and spin): 129.5 kcal/mol
Highest occupied orbital energy: -0.560 Ha

Löwdin atomic charge list, values in e, 2 entries:
1. C -0.031
2. C -0.322

# C4H14NO2S

A 3-piece molecular cluster, C4H14NO2S overall at a distorted geometry (the ωB97M-V functional and the def2-TZVPD basis, the Open Molecules 2025 dataset).

ORCA input file:
```
! wB97M-V def2-TZVPD RIJCOSX def2/J DEFGRID3
* xyz -1 1
C 0.6898 1.1731 1.0034
C 0.3533 -0.3855 1.1332
S 2.0785 -1.1910 0.8602
C -0.5532 2.0538 0.9988
N -1.4895 1.6460 -0.1261
C -2.9088 1.8822 0.2755
H 1.5430 1.4317 1.7333
H 1.2528 1.3260 0.0226
H -0.2325 -0.6855 0.2615
H -0.1669 -0.7241 2.0613
H -1.0210 1.8658 2.0511
H -0.3373 3.1251 0.9584
H -1.2469 2.1502 -1.0270
H -3.5226 2.3636 -0.5062
H -2.9786 2.4406 1.2102
H -3.2727 0.8941 0.6416
H -0.1702 -2.0579 -2.3495
H -1.1487 -2.2612 -1.1614
O -0.9442 -2.6482 -2.0111
H 1.5935 -1.2709 -1.3568
H 1.0828 -0.0624 -2.0416
O 0.9829 -1.0197 -2.2192
*
```

Values from the calculation:
LUMO: 3.355 eV
Relative energy (zero: lowest compared OMol25 entry of this formula, charge and spin): 37.3 kcal/mol
Highest occupied orbital energy: -0.111 Ha

Löwdin atomic charge list, values in e, 2 entries:
1. C -0.350
2. C -0.630

# C12H27F4I2N3O6S2

C12H27F4I2N3O6S2 as an isolated structure at a distorted geometry (the ωB97M-V functional and the def2-TZVPD basis, the Open Molecules 2025 dataset).

ORCA input file:
```
! wB97M-V def2-TZVPD RIJCOSX def2/J DEFGRID3
* xyz 0 1
C 0.8683 -1.6145 1.6685
C 0.7019 -0.1668 1.0405
I -1.4574 0.0598 0.7663
C 1.5084 -0.2130 -0.3030
I 0.4021 -1.5670 -1.6387
N 1.6153 1.0721 -1.0531
S 1.7313 2.4635 -0.0905
O 2.6368 2.3077 0.9854
O 2.0387 3.5935 -0.8810
F 0.3160 2.7587 0.5668
S 3.0075 1.0642 -2.0889
O 3.3832 -0.2616 -2.4513
O 4.1410 1.6993 -1.5156
C 2.4644 1.8920 -3.6781
F 3.2456 2.8805 -4.0151
F 1.2287 2.3861 -3.4986
F 2.3636 0.9785 -4.6191
H -0.0445 -2.2119 1.5469
H 1.0654 -1.5375 2.7499
H 1.7069 -2.1425 1.1791
H 1.0910 0.5213 1.8012
H 2.4861 -0.6751 -0.0942
C 0.2013 -7.7095 3.1593
C -0.0971 -6.7326 2.0267
C 0.9692 -5.6356 1.8657
O 0.8852 -4.5916 2.8225
C 1.5194 -4.8684 4.0589
N -1.4355 -6.1667 2.2263
H 0.0167 -7.2752 4.1422
H -0.4367 -8.5902 3.0749
H 1.2398 -8.0467 3.1226
H -0.1094 -7.3105 1.0975
H 0.8098 -5.1539 0.8956
H 1.9813 -6.0585 1.8418
H 2.4231 -5.4703 3.9301
H 0.8288 -5.3655 4.7434
H 1.8006 -3.9160 4.5109
H -1.6686 -5.5839 1.4262
H -1.3720 -5.5043 2.9967
C -2.6207 6.9702 -2.2075
C -3.1507 5.9322 -1.2238
C -2.2347 4.7055 -1.0734
O -2.3210 3.7755 -2.1405
C -1.5233 4.0927 -3.2669
N -4.5107 5.5513 -1.6200
H -2.7373 6.6566 -3.2453
H -3.1653 7.9087 -2.0948
H -1.5630 7.1759 -2.0279
H -3.2068 6.4161 -0.2438
H -2.5547 4.1557 -0.1829
H -1.1920 5.0009 -0.9000
H -0.5803 4.5678 -2.9807
H -2.0734 4.7323 -3.9611
H -1.2968 3.1616 -3.7879
H -4.8948 4.9266 -0.9157
H -4.4305 4.9625 -2.4465
*
```

Values from the calculation:
LUMO: -0.626 eV
Highest occupied orbital energy: -0.337 Ha

Löwdin atomic charge list, values in e, 2 entries:
1. C -0.219
2. C -0.768

# C7H18NSi

A 2-piece molecular cluster, C7H18NSi overall at a distorted geometry (the ωB97M-V functional and the def2-TZVPD basis, the Open Molecules 2025 dataset).

ORCA input file:
```
! wB97M-V def2-TZVPD RIJCOSX def2/J DEFGRID3
* xyz 1 1
C -0.4566 -0.1146 0.7744
C 0.0320 0.8111 -0.2989
C 0.2629 -2.0074 3.6130
C 2.3116 -0.7122 2.6692
C -0.5804 2.7287 -3.9672
C -1.5974 -0.5052 -3.6021
C 0.0687 0.0257 2.4479
N 0.9032 -0.8373 2.9838
Si -0.8197 1.0998 -2.8434
H -0.3820 -1.1593 0.2791
H -1.5593 0.1303 0.7736
H 1.0627 0.4901 -0.5634
H -0.2795 -2.6641 2.9097
H 1.0177 -2.5673 4.1836
H -0.5510 -1.5615 4.3315
H 2.8608 -1.3210 3.3953
H 2.5368 -1.1127 1.6986
H 2.5996 0.4591 2.7552
H 0.5573 2.9278 -3.8348
H -0.8335 2.4283 -5.0380
H -1.0142 3.6073 -3.4904
H -0.8272 -1.2407 -3.6830
H -2.3548 -1.0454 -3.0050
H -1.9394 -0.2408 -4.5347
H -0.8079 -0.0651 3.0457
H 0.5264 1.1465 2.4280
H 0.0730 1.8624 0.0178
*
```

Values from the calculation:
LUMO: -5.059 eV
Relative energy (zero: lowest compared OMol25 entry of this formula, charge and spin): 151.5 kcal/mol
Highest occupied orbital energy: -0.402 Ha

Löwdin atomic charge list, values in e, 2 entries:
1. C -0.216
2. C -0.168

# C3H4N2O

One molecule with the formula C3H4N2O at a distorted geometry (the ωB97M-V functional and the def2-TZVPD basis, the Open Molecules 2025 dataset).

ORCA input file:
```
! wB97M-V def2-TZVPD RIJCOSX def2/J DEFGRID3
* xyz 0 1
O 2.2373 -0.0089 -0.2465
C 0.9585 -0.2285 0.1464
C 0.0699 0.8642 0.0228
C -1.1589 0.2703 0.0177
N -0.9451 -1.0417 0.2440
N 0.3667 -1.3860 0.3175
H 1.9157 0.7039 -0.8429
H 0.3392 1.9028 0.1539
H -2.1413 0.6801 -0.1489
H -1.6421 -1.7561 0.3360
*
```

Values from the calculation:
SMILES: Oc1cc[nH]n1
LUMO: 0.931 eV
Relative energy (zero: lowest compared OMol25 entry of this formula, charge and spin): 42.6 kcal/mol
Highest occupied orbital energy: -0.334 Ha

Löwdin atomic charge list, values in e, 2 entries:
1. O 0.054
2. C -0.455

# C4H10OS4

A 2-piece molecular cluster, C4H10OS4 overall at a distorted geometry (the ωB97M-V functional and the def2-TZVPD basis, the Open Molecules 2025 dataset).

ORCA input file:
```
! wB97M-V def2-TZVPD RIJCOSX def2/J DEFGRID3
* xyz 0 1
C -2.6121 -0.3466 0.6642
C -1.0432 -0.0686 0.9311
C -0.2313 0.2948 -0.2734
C 1.9113 -0.1237 0.0638
O 2.1216 -0.6335 -1.1470
S -0.5921 -0.9739 -1.4926
S -0.4474 2.0195 -0.8917
S 2.6241 1.6206 0.1931
S 2.3438 -1.2593 1.4093
H -2.9518 -0.3544 1.7209
H -2.8652 -1.2354 0.1729
H -3.0076 0.5075 0.1457
H -1.0530 0.6610 1.7278
H -0.5606 -0.9574 1.3893
H 1.7636 -0.0526 -1.8070
H -0.3978 -0.2097 -2.5696
H -0.1644 1.8906 -2.2270
H 3.1734 1.5910 1.3848
H 1.9889 -2.3697 0.6055
*
```

Values from the calculation:
LUMO: 0.339 eV
Relative energy (zero: lowest compared OMol25 entry of this formula, charge and spin): 24.1 kcal/mol
Highest occupied orbital energy: -0.289 Ha

Löwdin atomic charge list, values in e, 2 entries:
1. C -0.109
2. C -0.371